(1)
Entry from the OMol25 dataset: C52H113F3N5O10Y as an isolated structure (ωB97M-V/def2-TZVPD).

Its net charge is +2. As for the frontier orbital gap: 1.36 eV. As for the highest occupied orbital energy: -11.509 eV. Its calculated total energy is -3412.0336 Eh. For the largest force on an atom, the calculation gives 5.36 eV Å⁻¹.

```
184
C52H113F3N5O10Y | the OMol25 dataset | ωB97M-V/def2-TZVPD
Y 4.56 -4.62 -1.19
C 2.30 -1.96 0.28
O 1.47 -1.74 -0.87
O 3.17 -2.97 -0.17
C 3.11 -0.67 0.68
F 3.58 -0.17 -0.46
F 2.45 0.21 1.50
F 4.25 -0.88 1.34
C 0.39 -0.92 -0.59
C -0.31 -0.87 -1.99
H -1.04 -0.06 -2.09
H 0.34 -0.66 -2.84
H -0.83 -1.81 -2.18
H 0.66 0.10 -0.32
H -0.41 -1.34 0.01
H 1.71 -2.26 1.15
O 7.17 -1.48 0.46
H 7.88 -0.84 0.51
H 6.52 -1.08 -0.12
O 2.98 -1.80 -4.04
H 2.28 -1.74 -4.69
H 2.94 -0.97 -3.57
C -0.36 -2.16 5.20
C 0.83 -1.31 5.26
C 0.27 0.12 5.26
C 1.27 1.24 5.72
C 1.74 0.76 7.13
C 2.38 -0.64 7.22
N 1.49 -1.63 6.57
O 1.90 -3.00 6.86
C 3.84 -0.70 6.62
C 2.42 -0.88 8.78
C 1.71 -1.51 3.93
H -0.88 -1.97 4.27
H -1.19 -1.91 5.87
H -0.23 -3.24 5.12
H 0.15 0.52 4.25
H -0.77 0.18 5.59
H 0.73 2.17 5.88
H 2.13 1.41 5.08
H 1.01 1.03 7.89
H 2.63 1.24 7.55
H 4.22 -1.61 6.16
H 4.08 0.11 5.93
H 4.53 -0.50 7.45
H 3.18 -1.64 8.97
H 2.66 0.05 9.29
H 1.46 -1.31 9.08
H 1.31 -1.22 2.96
H 2.15 -2.49 4.07
H 2.62 -0.92 4.06
H 2.78 -3.09 6.48
C 8.17 3.93 0.13
C 8.07 3.80 1.69
C 7.46 5.03 2.38
C 5.94 5.14 2.39
C 5.32 3.79 2.80
C 5.84 2.51 2.06
N 7.34 2.57 2.11
O 7.89 1.39 1.58
C 5.41 1.36 2.92
C 5.15 2.44 0.65
C 9.51 3.57 2.33
H 7.23 4.02 -0.42
H 8.80 3.11 -0.21
H 8.61 4.89 -0.16
H 7.77 4.99 3.43
H 7.93 5.93 1.97
H 5.62 5.28 1.36
H 5.60 5.96 3.02
H 4.23 3.83 2.73
H 5.41 3.64 3.88
H 5.78 1.24 3.94
H 4.33 1.29 2.85
H 5.73 0.43 2.45
H 4.06 2.52 0.67
H 5.35 3.18 -0.12
H 5.37 1.50 0.16
H 9.41 3.69 3.41
H 10.19 4.37 2.06
H 10.01 2.61 2.21
H 8.08 0.77 2.30
C -5.28 0.11 -3.13
C -5.61 1.02 -1.92
C -6.70 0.29 -1.09
C -6.80 0.79 0.35
C -5.41 0.66 0.97
C -4.31 1.38 0.27
N -4.33 1.14 -1.18
O -3.33 1.76 -1.87
C -4.42 2.89 0.66
C -2.84 0.92 0.94
C -6.19 2.32 -2.50
H -4.83 0.66 -3.95
H -6.19 -0.42 -3.42
H -4.61 -0.70 -2.86
H -7.69 0.34 -1.54
H -6.46 -0.77 -1.07
H -7.41 0.17 1.01
H -7.06 1.85 0.36
H -5.14 -0.39 0.87
H -5.45 0.73 2.06
H -5.29 3.47 0.34
H -4.43 2.92 1.75
H -3.50 3.35 0.32
H -2.63 1.33 1.93
H -2.83 -0.16 0.87
H -2.03 1.24 0.29
H -5.48 2.84 -3.15
H -6.65 2.92 -1.71
H -7.05 2.13 -3.13
H -2.73 1.03 -2.07
C -1.46 3.78 -3.42
C -0.31 4.55 -4.07
C 0.10 5.85 -3.21
C 0.68 5.47 -1.88
C 1.93 4.58 -2.16
C 1.70 3.36 -2.97
N 0.90 3.61 -4.20
O 0.63 2.42 -4.93
C 3.09 2.88 -3.52
C 1.24 2.27 -2.05
C -0.68 5.06 -5.47
H -1.26 3.41 -2.41
H -1.73 2.95 -4.08
H -2.29 4.48 -3.30
H 0.95 6.36 -3.67
H -0.55 6.72 -3.15
H 0.07 5.06 -1.08
H 1.20 6.31 -1.41
H 2.40 4.30 -1.22
H 2.69 5.24 -2.58
H 3.68 2.77 -2.61
H 3.05 1.91 -4.01
H 3.37 3.69 -4.20
H 1.28 1.39 -2.69
H 1.90 1.99 -1.23
H 0.27 2.28 -1.56
H -0.76 4.18 -6.11
H 0.20 5.66 -5.74
H -1.62 5.61 -5.43
H 0.99 2.48 -5.82
C -2.97 -3.14 -3.80
C -3.91 -4.19 -4.40
C -3.03 -5.29 -4.92
C -3.78 -6.50 -5.37
C -4.66 -6.96 -4.19
C -5.56 -6.00 -3.36
N -4.80 -4.74 -3.27
O -5.65 -3.75 -2.64
C -7.05 -5.74 -3.91
C -5.58 -6.65 -1.97
C -4.76 -3.58 -5.54
H -2.20 -2.81 -4.50
H -2.60 -3.50 -2.84
H -3.53 -2.23 -3.63
H -2.36 -4.93 -5.71
H -2.30 -5.56 -4.16
H -3.01 -7.17 -5.73
H -4.34 -6.29 -6.28
H -4.07 -7.63 -3.57
H -5.34 -7.65 -4.69
H -7.07 -5.31 -4.91
H -7.59 -6.69 -3.90
H -7.55 -5.10 -3.19
H -5.74 -7.73 -1.98
H -4.73 -6.43 -1.32
H -6.32 -6.16 -1.34
H -5.67 -4.16 -5.70
H -4.30 -3.46 -6.52
H -5.14 -2.59 -5.29
H -5.10 -3.54 -1.88
C -2.35 -3.96 0.75
C -3.69 -4.29 1.42
C -3.59 -4.41 3.01
O -4.66 -3.21 1.16
H -2.29 -4.00 -0.33
H -1.60 -4.59 1.22
H -2.18 -2.96 1.14
H -4.06 -5.21 0.95
H -3.54 -3.46 3.55
H -2.63 -4.87 3.26
H -4.39 -5.00 3.45
H -4.16 -2.45 0.87
```

---

(2)
Entry from the OMol25 dataset: a 7-piece molecular cluster, C52H116F12N6O12PS4 overall (ωB97M-V/def2-TZVPD).

As for the multiplicity: 2. Its net charge is +2. As for the frontier orbital gap (alpha / beta): 1.91 / 7.84 eV. The expectation value of S² is 0.75. As for the highest occupied orbital energy (alpha / beta): -5.515 / -11.545 eV. Its calculated total energy is -6413.7839 Eh. For the largest force on an atom, the calculation gives 5.68 eV Å⁻¹.

```
203
C52H116F12N6O12PS4 | the OMol25 dataset | ωB97M-V/def2-TZVPD
C 3.52 -0.77 1.11
C 3.22 0.68 1.61
C 3.03 1.78 0.56
C 2.71 3.22 1.17
P 3.85 4.07 2.26
C 5.56 3.96 1.64
C 6.49 5.15 1.88
C 7.42 4.87 3.11
C 8.48 3.75 2.76
C 3.79 3.27 3.93
C 2.43 2.81 4.51
C 2.46 1.42 5.19
C 1.22 1.26 6.06
C 3.40 5.87 2.57
C 1.85 6.24 2.66
C 1.55 7.73 2.36
C 1.97 8.66 3.45
H 3.50 -1.61 1.80
H 4.46 -0.76 0.55
H 2.71 -1.02 0.44
H 4.03 0.98 2.28
H 2.35 0.66 2.28
H 2.27 1.39 -0.11
H 3.90 1.82 -0.10
H 1.81 3.16 1.78
H 2.64 3.92 0.33
H 5.31 3.82 0.59
H 5.97 2.98 1.90
H 5.93 6.07 2.07
H 7.09 5.31 0.99
H 6.87 4.57 4.00
H 7.93 5.78 3.43
H 8.15 2.74 2.97
H 9.38 3.87 3.37
H 8.89 3.78 1.75
H 4.36 3.90 4.61
H 4.41 2.38 3.83
H 1.53 2.79 3.90
H 2.10 3.53 5.27
H 3.28 1.43 5.91
H 2.61 0.50 4.62
H 0.33 1.17 5.44
H 1.18 1.98 6.87
H 1.33 0.25 6.46
H 3.76 6.36 1.66
H 3.89 6.30 3.44
H 1.47 5.83 3.60
H 1.28 5.64 1.95
H 0.47 7.83 2.35
H 1.98 7.89 1.37
H 1.46 9.62 3.39
H 3.03 8.88 3.32
H 1.71 8.14 4.38
C 3.52 -3.54 -5.61
C 2.80 -2.40 -4.81
N 1.80 -1.48 -5.54
C 2.39 -0.68 -6.70
C 0.66 -2.42 -6.14
C -0.07 -3.40 -5.09
C 1.07 -0.61 -4.42
C 1.58 0.79 -4.31
O 2.95 0.80 -3.96
C 3.55 1.94 -3.40
H 3.09 -3.84 -6.56
H 3.47 -4.47 -5.05
H 4.60 -3.45 -5.73
H 3.43 -1.61 -4.40
H 2.34 -2.89 -3.95
H 1.59 -0.13 -7.20
H 2.91 -1.44 -7.28
H 3.14 -0.07 -6.19
H 1.15 -3.02 -6.91
H -0.01 -1.68 -6.58
H -0.94 -3.85 -5.58
H -0.45 -2.90 -4.20
H 0.53 -4.23 -4.73
H 1.23 -1.05 -3.44
H -0.01 -0.50 -4.56
H 1.03 1.19 -3.47
H 1.41 1.49 -5.13
H 4.61 1.79 -3.23
H 3.15 2.26 -2.43
H 3.34 2.80 -4.03
C -2.41 -6.90 0.62
C -3.32 -6.99 -0.67
N -3.23 -5.72 -1.63
C -3.20 -4.42 -0.80
C -1.91 -5.85 -2.40
C -1.90 -7.07 -3.38
C -4.51 -5.67 -2.46
C -4.73 -4.44 -3.35
O -3.70 -4.30 -4.31
C -3.79 -3.12 -5.10
H -2.38 -7.92 1.02
H -2.77 -6.28 1.44
H -1.40 -6.55 0.42
H -4.32 -6.97 -0.24
H -3.28 -7.90 -1.27
H -4.11 -4.36 -0.21
H -3.15 -3.49 -1.36
H -2.29 -4.35 -0.19
H -1.19 -6.08 -1.62
H -1.74 -4.90 -2.91
H -1.93 -8.05 -2.88
H -0.97 -7.07 -3.95
H -2.70 -6.98 -4.11
H -5.29 -5.68 -1.71
H -4.55 -6.60 -3.02
H -4.97 -3.48 -2.89
H -5.71 -4.66 -3.76
H -3.92 -2.23 -4.50
H -4.70 -3.25 -5.68
H -3.01 -2.95 -5.85
C -7.51 -1.45 3.07
C -6.15 -2.09 3.62
N -4.95 -1.72 2.72
C -5.32 -1.85 1.25
C -4.42 -0.35 3.19
C -3.01 0.06 2.61
C -3.85 -2.82 3.01
C -3.49 -2.93 4.50
O -2.79 -1.78 5.05
C -2.53 -1.79 6.44
H -7.55 -0.37 3.25
H -8.33 -1.87 3.64
H -7.72 -1.76 2.05
H -6.21 -3.18 3.66
H -5.85 -1.70 4.59
H -4.41 -1.76 0.65
H -5.92 -0.97 1.05
H -5.86 -2.77 1.05
H -4.21 -0.39 4.26
H -5.20 0.36 2.91
H -3.04 0.15 1.53
H -2.26 -0.68 2.88
H -2.54 1.00 2.90
H -3.14 -2.93 2.19
H -4.43 -3.68 2.68
H -2.83 -3.80 4.53
H -4.34 -3.22 5.12
H -3.43 -1.84 7.05
H -1.99 -0.88 6.70
H -1.99 -2.69 6.74
C -3.07 7.06 1.60
C -3.35 6.15 0.43
N -2.02 5.83 -0.41
C -1.33 7.14 -0.94
C -1.00 4.94 0.39
C -1.33 3.55 0.88
C -2.46 5.18 -1.75
C -1.31 4.39 -2.53
O -0.29 5.12 -3.23
C 0.78 4.34 -3.79
H -2.77 8.06 1.29
H -2.20 6.76 2.18
H -3.89 7.14 2.31
H -4.18 6.42 -0.22
H -3.50 5.19 0.93
H -1.30 7.84 -0.11
H -2.06 7.54 -1.64
H -0.41 7.02 -1.52
H -0.65 5.59 1.19
H -0.12 4.90 -0.25
H -0.44 3.01 1.20
H -1.73 2.90 0.10
H -1.97 3.56 1.77
H -2.97 5.93 -2.36
H -3.22 4.48 -1.40
H -1.91 3.75 -3.18
H -0.72 3.65 -1.98
H 0.53 3.55 -4.50
H 1.42 3.89 -3.03
H 1.55 4.88 -4.35
C 2.02 -7.32 -1.73
F 1.24 -7.20 -0.66
F 2.65 -8.53 -1.65
F 1.27 -7.27 -2.83
S 3.27 -5.90 -1.83
O 4.15 -6.30 -2.89
O 2.52 -4.71 -2.13
N 4.18 -6.04 -0.32
S 3.33 -5.00 0.49
O 3.77 -3.67 0.31
O 1.87 -5.18 0.45
C 3.81 -5.38 2.28
F 3.47 -4.33 3.05
F 3.15 -6.46 2.66
F 5.12 -5.61 2.31
C 0.07 -2.26 1.27
F -0.90 -3.12 1.68
F 0.02 -1.10 1.89
F 1.25 -2.79 1.38
S -0.32 -1.81 -0.65
O 0.65 -0.79 -1.07
O -0.32 -3.09 -1.43
N -1.88 -1.12 -0.46
S -2.06 -0.28 -1.75
O -1.59 1.12 -1.66
O -1.78 -0.93 -3.03
C -3.94 -0.02 -1.85
F -4.50 -1.22 -1.98
F -4.38 0.66 -0.89
F -4.08 0.66 -3.07
```